Entry 1:
{
  "formula": "C34H81F12N8O20S4",
  "method": "ωB97M-V/def2-TZVPD",
  "species": ["C", "F", "F", "F", "S", "O", "O", "N", "S", "O", "O", "C", "F", "F", "F", "C", "F", "F", "F", "S", "O", "O", "N", "S", "O", "O", "C", "F", "F", "F", "C", "C", "C", "O", "C", "N", "H", "H", "H", "H", "H", "H", "H", "H", "H", "H", "H", "H", "C", "C", "C", "O", "C", "N", "H", "H", "H", "H", "H", "H", "H", "H", "H", "H", "H", "H", "C", "C", "C", "O", "C", "N", "H", "H", "H", "H", "H", "H", "H", "H", "H", "H", "H", "H", "C", "C", "C", "O", "C", "N", "H", "H", "H", "H", "H", "H", "H", "H", "H", "H", "H", "H", "C", "C", "C", "O", "C", "N", "H", "H", "H", "H", "H", "H", "H", "H", "H", "H", "H", "H", "C", "C", "C", "O", "C", "N", "H", "H", "H", "H", "H", "H", "H", "H", "H", "H", "H", "H", "C", "C", "O", "O", "H", "H", "H", "C", "C", "O", "O", "H", "H", "H", "C", "C", "O", "O", "H", "H", "H"],
  "coordinates": [[4.99632, -11.23644, -7.51530], [4.94559, -10.16020, -8.32719], [5.30178, -10.82249, -6.26767], [3.92338, -11.93214, -7.51226], [6.36973, -12.21421, -8.21600], [6.12987, -13.52310, -7.52316], [6.16573, -12.22519, -9.68681], [7.83198, -11.35005, -7.75377], [8.48211, -12.27128, -6.69680], [7.86242, -12.26445, -5.39494], [8.92419, -13.54317, -7.30409], [10.14211, -11.26452, -6.31146], [9.79574, -10.16636, -5.68227], [11.01422, -11.98703, -5.51534], [10.82100, -10.95999, -7.46945], [0.37796, -5.58062, -5.27172], [0.18442, -5.91170, -6.53068], [-0.77948, -5.15040, -4.69364], [0.88221, -6.63333, -4.62614], [1.84237, -4.25591, -5.15266], [3.06237, -4.91943, -5.60525], [1.36098, -3.13327, -5.87808], [1.98302, -3.98801, -3.35188], [1.57989, -2.54243, -3.35144], [2.57974, -1.56085, -3.72325], [0.23041, -2.26862, -3.82262], [1.27936, -2.44689, -1.42560], [0.76690, -1.25233, -1.16057], [0.59326, -3.47159, -1.01434], [2.49308, -2.51032, -0.77320], [9.82843, -6.38305, -10.60609], [8.25648, -6.29851, -10.49599], [7.56752, -7.15018, -11.59952], [6.14180, -6.81030, -11.47823], [5.32607, -7.37841, -12.41409], [7.88637, -6.86683, -9.11058], [6.97470, -6.50544, -8.86900], [7.77451, -7.87054, -9.12362], [8.45906, -6.54488, -8.34347], [10.27043, -7.22850, -10.07889], [10.21287, -5.44315, -10.21000], [10.07613, -6.39006, -11.66754], [7.90067, -5.27870, -10.64255], [7.69584, -8.20896, -11.37453], [8.03848, -7.06884, -12.57916], [5.65697, -7.56772, -13.43525], [4.39641, -6.82247, -12.53553], [5.06629, -8.36886, -12.04044], [-1.02345, -2.25217, -16.65951], [-1.83169, -3.21555, -15.70140], [-2.15681, -2.63301, -14.26458], [-0.96604, -2.09415, -13.73033], [-1.08377, -1.37749, -12.51015], [-3.20488, -3.24224, -16.43056], [-3.86175, -3.79251, -15.89594], [-3.61903, -2.32334, -16.49523], [-3.11686, -3.70935, -17.32173], [-1.63163, -1.36767, -16.84895], [-0.93813, -2.60099, -17.68866], [-0.01100, -1.98886, -16.35340], [-1.49581, -4.25227, -15.67971], [-2.56358, -3.43044, -13.64271], [-2.89019, -1.82665, -14.27124], [-0.09849, -1.22752, -12.06875], [-1.79498, -1.78856, -11.79372], [-1.57154, -0.46085, -12.84174], [-1.55001, -2.68304, 5.05492], [-1.94631, -4.11497, 4.84214], [-0.99736, -4.93681, 5.66051], [-1.22148, -6.34567, 5.46171], [-1.00408, -7.15316, 6.61183], [-3.37292, -4.17850, 5.30777], [-3.94086, -3.48100, 4.84839], [-3.85385, -5.06578, 5.26861], [-3.41512, -3.86402, 6.26664], [-0.49679, -2.55409, 4.80550], [-1.64641, -2.34229, 6.08579], [-2.14494, -2.03024, 4.41615], [-1.96212, -4.39465, 3.78875], [-1.02911, -4.59705, 6.69572], [0.05144, -4.87517, 5.37013], [-1.95683, -7.28690, 7.12415], [-0.17436, -6.86348, 7.25660], [-0.80022, -8.17857, 6.30349], [6.50506, -8.58105, -0.64284], [5.36079, -7.88657, -1.34886], [3.88671, -8.23375, -0.84841], [3.85531, -7.95707, 0.52250], [2.65980, -8.23430, 1.27269], [5.54265, -6.36261, -1.17432], [4.70485, -5.93585, -1.54321], [5.55374, -5.96637, -0.24535], [6.31380, -6.04663, -1.74492], [6.50666, -9.62760, -0.94749], [6.49815, -8.47993, 0.44244], [7.51121, -8.30348, -0.95703], [5.37644, -7.97005, -2.43554], [3.74465, -9.30472, -0.99317], [3.08126, -7.65552, -1.30118], [1.93402, -7.45296, 1.04715], [3.12645, -8.07273, 2.24440], [2.27717, -9.25493, 1.27234], [-11.81509, -8.81128, -5.88063], [-10.67063, -9.36345, -6.77571], [-9.39604, -8.57258, -6.67361], [-8.42496, -8.97389, -7.67212], [-7.36276, -8.10679, -7.92744], [-10.38480, -10.85707, -6.38046], [-9.77535, -10.98441, -5.58519], [-11.26248, -11.34565, -6.27515], [-9.95933, -11.42217, -7.10138], [-12.68946, -9.44657, -6.02196], [-12.24857, -7.82349, -6.03714], [-11.53040, -8.86870, -4.83004], [-11.03234, -9.30982, -7.80255], [-9.10531, -8.62080, -5.62420], [-9.58727, -7.50316, -6.76228], [-7.09661, -7.71462, -6.94588], [-7.42402, -7.18742, -8.50978], [-6.45777, -8.54230, -8.35105], [13.09829, -1.32609, -0.09327], [11.65306, -1.28925, 0.45359], [10.82166, -0.13989, -0.02679], [9.49208, -0.32706, 0.26031], [8.66660, 0.76608, -0.19134], [10.97368, -2.61765, 0.23823], [10.85783, -2.84820, -0.73826], [11.58761, -3.30334, 0.65420], [10.05973, -2.49563, 0.65043], [13.73953, -0.46377, 0.08927], [13.12155, -1.34738, -1.18283], [13.72505, -2.09581, 0.35707], [11.77917, -1.07684, 1.51523], [10.73134, 0.06359, -1.09381], [11.11116, 0.82011, 0.40064], [8.37190, 0.85640, -1.23686], [9.02939, 1.76101, 0.06673], [7.72999, 0.62830, 0.34890], [5.54599, -3.37455, 5.44911], [6.27018, -4.27747, 4.42148], [6.65867, -3.74379, 3.33996], [6.68863, -5.37950, 4.84928], [5.23582, -4.04273, 6.25250], [4.67225, -2.87152, 5.03483], [6.13480, -2.54936, 5.84969], [8.91094, -1.88385, -4.97240], [10.04164, -2.90013, -5.03403], [11.04138, -2.71623, -5.70143], [9.76574, -3.97090, -4.46644], [9.44024, -0.94688, -4.79912], [8.12011, -2.07435, -4.24686], [8.51728, -1.88184, -5.98883], [-4.81087, -1.84777, -7.59384], [-5.61713, -0.65025, -8.06580], [-6.58650, -0.19649, -7.46107], [-5.37185, -0.30207, -9.23992], [-5.26289, -2.52314, -6.86744], [-3.90408, -1.33609, -7.27132], [-4.41356, -2.49597, -8.37492]],
  "forces_ev_per_a": [[3.0, 1.3, 0.2], [-1.0, 0.4, 0.4], [-0.6, -0.1, -0.6], [-1.7, -0.3, -0.1], [1.1, -3.3, -1.0], [0.8, 3.1, -1.4], [0.6, 0.8, 2.8], [-4.0, -0.2, -2.1], [3.6, -2.9, 1.1], [0.1, -0.1, -0.2], [-0.3, 2.0, 1.4], [0.0, -1.9, -1.1], [0.3, 0.7, 0.2], [-1.4, 1.0, -1.1], [-0.6, -0.1, 1.3], [1.3, 1.7, 1.3], [-0.4, 0.1, -0.2], [1.5, -0.8, -0.8], [-0.7, -0.4, 0.2], [1.0, -1.8, 1.5], [-1.6, 0.2, 0.6], [0.2, -0.1, -0.8], [0.8, -4.1, -4.4], [-2.7, 5.5, 2.6], [-0.2, -0.7, 0.6], [0.4, 0.0, 0.7], [3.4, 0.9, -2.4], [-0.7, -0.4, 0.6], [-1.4, -0.3, 0.8], [-0.6, 0.1, 0.0], [-1.4, 1.0, -0.2], [1.8, -1.6, -1.1], [-1.3, 0.0, 1.9], [3.2, 1.2, 0.0], [-2.0, -1.9, -0.8], [-1.2, 1.4, -1.0], [-0.8, 0.1, 0.0], [0.4, -0.7, 0.1], [0.9, -0.1, 0.2], [-0.1, 0.0, -0.2], [0.3, -0.2, 0.2], [0.2, -0.2, 0.1], [0.0, -0.1, 0.7], [-0.1, -0.4, 0.2], [-0.4, 0.9, -0.2], [0.9, 0.5, 0.0], [0.1, 0.3, 0.4], [-0.4, -0.3, -0.1], [-0.4, -0.5, 0.2], [-0.4, 2.3, -0.6], [1.5, 0.3, -0.1], [0.4, -1.8, -0.9], [-1.2, 0.8, -0.4], [0.4, -1.1, 1.1], [-0.4, -0.3, 0.4], [0.1, 0.5, -0.3], [0.0, 0.2, -0.6], [0.2, 0.5, 0.7], [0.1, -0.9, 0.1], [-0.4, 0.0, 0.4], [0.1, 0.2, 0.1], [0.0, -0.2, 0.2], [-0.5, 0.1, -0.5], [-0.2, 0.0, -0.2], [0.3, -0.6, 0.1], [0.4, 0.7, 0.6], [0.3, 0.9, -0.7], [0.7, 0.5, -0.3], [0.5, -2.3, 0.0], [-0.6, 0.6, 0.4], [-0.6, -1.0, -0.2], [-0.2, 0.0, 0.7], [-0.2, 0.2, -0.8], [0.1, -0.7, -0.3], [0.2, -0.1, 0.8], [-0.1, 0.1, -0.2], [-0.2, -0.2, 0.2], [0.1, 0.2, 0.0], [0.1, -0.1, 0.1], [-0.3, -0.3, 0.4], [-0.1, 1.2, -0.4], [0.1, 0.5, 0.7], [-0.2, 0.4, 0.0], [0.3, 0.2, -0.5], [0.3, -0.8, -0.2], [-1.2, 1.0, 0.7], [1.3, -0.2, 0.6], [0.4, -0.3, 0.0], [1.6, 1.0, 0.5], [-1.1, -0.4, -0.6], [-0.4, 0.4, -0.7], [0.6, -0.4, 0.9], [0.5, 0.3, 0.1], [-0.4, -0.2, 0.4], [-0.4, -0.1, -0.1], [-0.2, 0.7, -0.3], [0.1, -0.4, 0.0], [-0.1, -0.1, -0.4], [0.2, 0.0, -0.8], [-0.4, -0.3, 0.1], [-0.9, 0.1, 0.5], [0.1, 0.0, -0.7], [0.1, -1.2, 0.5], [-0.5, 1.0, -0.2], [1.0, 0.7, -0.7], [-2.1, -1.2, 0.2], [1.8, 1.7, 1.7], [-0.7, 0.6, -1.2], [0.0, 0.3, 0.7], [-0.6, 0.0, 0.8], [0.7, 0.4, -0.9], [0.0, -0.3, 0.1], [0.9, 0.2, -0.6], [0.0, 0.0, 0.1], [0.2, -0.8, -0.1], [1.0, -0.5, 0.2], [-0.5, 0.1, -0.4], [0.7, 0.1, 0.1], [-1.5, -0.1, -0.5], [-0.5, -1.0, 0.2], [0.1, 0.3, -0.6], [2.1, 1.2, 0.1], [-0.6, 1.4, -1.9], [-2.0, -0.1, 0.7], [-1.2, -0.1, 1.0], [0.8, 1.5, 0.2], [-0.1, 0.0, -0.7], [-0.4, -0.6, 0.4], [-0.7, -0.6, 0.5], [-0.8, 0.6, 0.5], [-0.1, -0.6, -0.1], [-0.4, -0.5, -0.2], [-0.5, -0.9, 0.3], [1.5, -0.4, -0.7], [0.8, -0.1, 0.4], [0.7, -0.9, -0.4], [0.6, -0.1, 0.4], [0.1, 0.0, 0.0], [-0.9, -0.5, -0.1], [2.7, 0.6, 0.0], [-1.0, 0.1, -0.1], [-1.0, -0.1, 0.0], [-0.1, 0.3, 0.2], [-0.2, -0.1, -0.2], [0.5, -0.3, -0.1], [0.8, 0.9, -0.5], [-1.6, -1.4, 0.5], [1.7, 1.5, -1.3], [-0.5, -1.8, 1.5], [-0.5, 0.5, 0.0], [0.3, -0.1, -0.1], [-0.3, 0.3, 0.0], [1.0, 0.0, 0.4], [-1.9, -0.8, -2.5], [-0.6, 0.1, 2.4], [1.6, 0.3, -1.2], [0.0, 0.5, 0.5], [0.3, -0.5, 0.9], [-0.4, 0.2, -0.6]],
  "homo_lumo_gap_ha": 0.0992,
  "homo_energy_ev": -6.06,
  "charge": 1,
  "total_energy_ev": -165364.2982,
  "lumo_energy_ev": -3.360,
  "max_force_ev_per_a": 6.64
}

Entry 2:
{
  "formula": "C28H31HgN2O9S",
  "method": "ωB97M-V/def2-TZVPD",
  "species": ["Hg", "O", "C", "O", "C", "C", "C", "C", "C", "O", "C", "C", "O", "O", "H", "H", "H", "H", "H", "H", "H", "H", "C", "O", "C", "C", "O", "C", "H", "H", "H", "H", "H", "H", "H", "H", "H", "H", "C", "C", "C", "C", "C", "C", "C", "S", "O", "O", "N", "C", "C", "C", "C", "C", "C", "C", "C", "N", "C", "H", "H", "H", "H", "H", "H", "H", "H", "H", "H", "H", "H", "H"],
  "coordinates": [[-0.20903, -0.02521, 0.36745], [-1.19441, 3.53840, 2.26582], [-0.52200, 2.51620, 2.14472], [-1.00819, 1.33149, 2.01537], [1.00609, 2.64797, 2.31757], [1.64841, 1.40834, 2.95759], [3.02295, 1.75794, 3.54936], [3.89025, 1.86243, 2.26621], [2.84109, 1.59160, 1.18173], [2.01339, 0.60671, 1.82566], [1.90092, 2.81491, 1.04085], [1.28656, 2.81993, -0.36912], [1.85551, 3.53552, -1.20475], [0.27943, 2.07704, -0.57479], [1.13397, 3.52293, 2.95548], [0.99175, 0.84030, 3.60804], [3.37149, 0.95434, 4.19927], [2.99408, 2.68357, 4.12808], [4.66527, 1.09590, 2.24620], [4.36067, 2.83830, 2.13923], [3.22145, 1.19843, 0.24243], [2.48209, 3.73371, 1.10184], [-0.93294, -1.99810, -2.48243], [-1.64440, -0.83166, -2.11095], [-2.94274, -1.13275, -1.65229], [-3.57904, 0.15411, -1.21234], [-3.02581, 0.52471, 0.02230], [-3.64975, 1.64987, 0.59251], [-1.45520, -2.51843, -3.29826], [-0.82235, -2.67953, -1.63251], [0.05607, -1.69150, -2.80859], [-2.90128, -1.82079, -0.79766], [-3.53420, -1.59408, -2.45779], [-4.66753, 0.01762, -1.12326], [-3.38916, 0.93190, -1.96536], [-4.70938, 1.43649, 0.79403], [-3.57799, 2.51824, -0.07471], [-3.11432, 1.88534, 1.50861], [0.28509, -2.20986, 7.50887], [-0.09278, -2.40247, 6.06192], [-0.05637, -3.66145, 5.47951], [-0.42890, -3.84485, 4.15143], [-0.83238, -2.75871, 3.39549], [-0.87521, -1.48736, 3.95913], [-0.50726, -1.32353, 5.28629], [-1.28400, -2.96621, 1.68014], [-1.36968, -4.39536, 1.47510], [-2.49075, -2.18813, 1.53006], [-0.15062, -2.26347, 0.84877], [1.09660, -2.86668, 0.52425], [1.56434, -4.06527, 1.07109], [2.79649, -4.58487, 0.69501], [3.58701, -3.93075, -0.23265], [3.17120, -2.70876, -0.78907], [3.95576, -1.98052, -1.73222], [3.47365, -0.74639, -2.21100], [2.27478, -0.25938, -1.75908], [1.49679, -0.93635, -0.87087], [1.91624, -2.15712, -0.39130], [1.03820, -2.93609, 7.82013], [-0.58214, -2.33260, 8.16325], [0.68670, -1.20996, 7.68039], [0.27222, -4.51265, 6.06775], [-0.41069, -4.82423, 3.69258], [-1.18463, -0.63140, 3.36547], [-0.53634, -0.33107, 5.72579], [0.94962, -4.61336, 1.76824], [3.12935, -5.52173, 1.12941], [4.54358, -4.34449, -0.53712], [4.91320, -2.37783, -2.04833], [4.04687, -0.15488, -2.91545], [1.90090, 0.71271, -2.06129]],
  "forces_ev_per_a": [[0.1, 0.3, 0.0], [-0.1, 0.1, 0.0], [0.1, -0.2, 0.1], [0.1, -0.1, 0.0], [0.1, 0.0, -0.1], [0.0, 0.0, -0.1], [0.0, 0.1, 0.0], [0.0, 0.1, 0.0], [-0.1, 0.0, 0.1], [0.0, 0.0, 0.0], [0.1, -0.1, 0.1], [-0.3, 0.1, 0.1], [0.0, 0.0, 0.0], [-0.1, 0.0, -0.2], [0.0, 0.0, 0.0], [-0.1, -0.1, 0.0], [0.0, 0.0, 0.0], [0.0, 0.0, 0.0], [0.0, 0.0, 0.0], [0.0, 0.0, 0.0], [0.0, 0.0, 0.0], [0.0, 0.0, 0.0], [0.0, -0.1, 0.0], [0.2, -0.2, -0.1], [0.1, 0.0, 0.1], [-0.1, 0.1, 0.1], [0.0, -0.1, -0.1], [0.1, 0.2, 0.0], [0.0, 0.0, 0.0], [0.0, 0.0, 0.0], [0.0, 0.0, 0.0], [0.0, 0.0, -0.1], [0.0, 0.0, -0.1], [0.0, 0.0, 0.1], [0.0, 0.0, 0.0], [0.0, 0.0, 0.0], [0.0, 0.0, 0.0], [-0.1, 0.0, 0.0], [0.0, 0.0, 0.0], [0.0, 0.0, 0.1], [0.0, -0.1, -0.1], [0.1, 0.0, 0.1], [0.0, 0.0, 0.0], [0.0, 0.0, 0.1], [0.0, 0.1, -0.1], [0.2, 0.3, 0.2], [-0.1, -0.2, -0.1], [-0.1, -0.1, 0.0], [0.3, -0.3, -0.2], [-0.3, 0.2, 0.1], [0.0, 0.0, 0.0], [0.0, 0.0, 0.0], [0.0, 0.0, 0.0], [0.0, 0.1, 0.0], [-0.1, 0.1, 0.0], [0.1, -0.1, 0.0], [-0.1, 0.0, 0.1], [-0.1, -0.1, 0.2], [0.1, 0.1, -0.1], [0.0, 0.0, 0.0], [0.0, 0.0, 0.0], [0.0, 0.0, 0.0], [0.0, 0.0, 0.0], [0.0, 0.0, 0.0], [0.0, 0.0, 0.0], [0.0, 0.0, 0.0], [0.0, 0.0, 0.0], [0.0, 0.0, 0.0], [0.0, 0.0, 0.0], [0.0, 0.0, 0.0], [0.0, 0.0, 0.0], [0.0, 0.0, 0.0]],
  "homo_lumo_gap_ha": [0.1334, 0.2249],
  "homo_energy_ev": [0.67, -1.82],
  "spin_multiplicity": 2,
  "charge": -2,
  "total_energy_ev": -65957.5602,
  "lumo_energy_ev": [4.297, 4.295],
  "max_force_ev_per_a": 0.47,
  "relative_energy_ev": 0.000
}